Version a
{"formula": "C3H6O", "method": "ωB97M-V/def2-TZVPD", "homo_lumo_gap_ev": [8.54, 8.54], "species": ["C", "C", "C", "O", "H", "H", "H", "H", "H", "H"], "xyz": [[-0.3059, -1.3515, -1.4405], [0.7507, 0.7140, 0.0765], [-0.3264, 0.5488, 1.1073], [-1.2172, -0.2703, 1.0347], [-0.3673, -2.1289, -0.6473], [0.6181, -0.0300, -0.7637], [-1.3615, -1.0069, -1.5005], [1.7436, 0.5670, 0.5256], [0.7292, 1.7291, -0.3461], [-0.2710, 1.2397, 1.9777]], "nbo_charge": [-0.26, -0.71, 0.44, -0.52, 0.11, 0.23, 0.11, 0.24, 0.24, 0.12]}

Version b
{"formula": "C3H6O", "method": "ωB97M-V/def2-TZVPD", "smiles": "CC(C)=O", "homo_lumo_gap_ev": 10.59, "species": ["C", "C", "C", "H", "H", "H", "H", "H", "H", "O"], "xyz": [[-1.3591, 0.0590, -0.2965], [-0.1172, -0.2180, 0.5482], [1.3187, -0.0407, 0.0113], [-1.3429, 1.0299, -0.8821], [-2.3370, -0.0365, 0.2260], [-1.2164, -0.5883, -1.2016], [2.0539, -0.7549, 0.5756], [1.7382, 0.9947, 0.3720], [1.5049, -0.0698, -1.0751], [-0.2430, -0.3753, 1.7221]], "nbo_charge": [-0.73, 0.58, -0.74, 0.24, 0.25, 0.23, 0.25, 0.25, 0.22, -0.54]}

Version c
{"formula": "C3H6O", "method": "ωB97M-V/def2-TZVPD", "smiles": "C=CCO", "homo_lumo_gap_ev": 10.47, "species": ["C", "O", "C", "C", "H", "H", "H", "H", "H", "H"], "xyz": [[0.6376, 0.5147, 0.2894], [1.7676, -0.0687, 0.7520], [-0.1451, -0.5147, -0.4876], [-1.5152, -0.3755, -0.5244], [1.0267, 1.3289, -0.4343], [0.1347, 1.0821, 1.0396], [1.9146, -0.0273, 1.6742], [0.4127, -1.3076, -1.0543], [-2.1666, -1.0604, -1.1209], [-2.0670, 0.4285, -0.1336]], "nbo_charge": [-0.10, -0.72, -0.19, -0.40, 0.16, 0.18, 0.48, 0.22, 0.19, 0.19]}

Version d
{"formula": "C3H6O", "method": "ωB97M-V/def2-TZVPD", "smiles": "OC1CC1", "homo_lumo_gap_ev": 9.98, "species": ["C", "C", "C", "H", "H", "H", "H", "H", "H", "O"], "xyz": [[0.4780, 0.0304, -0.5068], [-0.7372, 0.5304, 0.2387], [0.1722, -0.2138, 1.0508], [0.4550, -0.6191, -2.0261], [1.0491, 0.8259, -0.9429], [-1.7455, 0.0243, 0.1717], [-0.8509, 1.4536, 0.2713], [0.5978, 0.3480, 1.8115], [0.0703, -1.2590, 1.1095], [0.5112, -1.1208, -1.1777]], "nbo_charge": [0.08, -0.43, -0.43, 0.47, 0.17, 0.19, 0.19, 0.21, 0.22, -0.67]}

The data favor version b; the next most stable structure lies 0.982 eV above it.

Version a
{"formula": "C3H6O", "method": "ωB97M-V/def2-TZVPD", "smiles": "C=C(C)O", "homo_lumo_gap_ev": 9.73, "species": ["C", "C", "O", "C", "H", "H", "H", "H", "H", "H"], "xyz": [[1.2047, 0.3180, 0.7024], [0.2444, -0.2018, -0.0225], [0.5070, -1.4818, -0.3820], [-1.0737, 0.2947, -0.2292], [1.3882, 1.3085, 1.0314], [2.1582, -0.0809, 0.8768], [0.0585, -1.6076, -1.2320], [-1.1965, 0.8667, -1.1638], [-1.9120, -0.4503, -0.0859], [-1.3789, 1.0344, 0.5049]], "nbo_charge": [-0.48, 0.29, -0.67, -0.69, 0.20, 0.20, 0.47, 0.23, 0.23, 0.24]}

Version b
{"formula": "C3H6O", "method": "ωB97M-V/def2-TZVPD", "smiles": "C[C@H]1CO1", "homo_lumo_gap_ev": 11.28, "species": ["C", "C", "C", "O", "H", "H", "H", "H", "H", "H"], "xyz": [[-1.5006, 0.5377, -0.1782], [-0.4594, -0.2291, 0.4517], [1.0910, -0.4944, -0.1664], [-1.5490, -0.9357, -0.0464], [-2.2783, 1.1140, 0.3753], [-1.3607, 1.0107, -1.1297], [-0.5254, -0.2781, 1.4781], [1.5365, -1.3725, 0.3066], [1.7688, 0.2627, 0.1428], [0.9579, -0.3988, -1.1518]], "nbo_charge": [-0.14, 0.08, -0.62, -0.49, 0.19, 0.18, 0.16, 0.22, 0.21, 0.21]}

Version c
{"formula": "C3H6O", "method": "ωB97M-V/def2-TZVPD", "homo_lumo_gap_ev": 9.59, "species": ["C", "C", "C", "O", "H", "H", "H", "H", "H", "H"], "xyz": [[-0.3108, -0.0086, -1.1908], [-0.4828, 0.4246, 0.2697], [0.5290, -0.1367, 1.1992], [1.2571, -1.0929, 0.8420], [0.6776, -0.4849, -1.1784], [-0.4130, 0.7648, -1.9477], [-1.0208, -0.8218, -1.3867], [-1.4327, 0.3073, 0.7910], [0.4767, 0.2073, 2.2379], [0.7197, 0.8408, 0.3637]], "nbo_charge": [-0.65, -0.40, 0.21, -0.60, 0.25, 0.22, 0.22, 0.27, 0.16, 0.33]}

The data favor version a; the next most stable structure lies 0.859 eV above it.